1.
Here is 9 unconnected molecules or ions with the total composition H18O9 in a non-equilibrium geometry from the Open Molecules 2025 dataset. Energies are from wB97M-V/def2-TZVPD.

XYZ file:
```
27
H18O9 (wB97M-V/def2-TZVPD)
O 0.076 0.271 0.635
H -0.609 0.806 0.234
H 0.598 -0.043 -0.104
O -0.790 -1.308 -3.309
H -0.211 -1.519 -2.577
H -0.797 -2.101 -3.846
O 0.168 3.200 1.709
H 1.063 3.257 2.045
H -0.386 3.306 2.482
O 3.272 1.380 0.036
H 2.807 0.717 -0.475
H 3.638 0.898 0.778
O -2.453 1.771 0.831
H -1.585 2.156 0.950
H -3.058 2.504 0.946
O -3.623 -0.445 -0.266
H -4.171 -0.994 0.295
H -3.311 0.251 0.312
O 1.243 -0.546 2.885
H 0.387 -0.355 2.501
H 1.868 -0.105 2.309
O 1.644 -0.700 -1.342
H 2.096 -0.377 -2.121
H 1.427 -1.609 -1.550
O 0.385 -3.293 -1.434
H 0.126 -4.211 -1.348
H 0.197 -2.909 -0.578
```

- Net charge: +1
- Lowest unoccupied orbital energy (alpha / beta): -0.115 / -0.405 Eh
- Relative energy (zero: lowest compared OMol25 entry of this formula, charge and spin): 1.201 eV
- Multiplicity: 2
- Electronic energy: -687.53593 a.u.

2.
Here is a single C2H4ClN3O2 molecule in a non-equilibrium geometry from the Open Molecules 2025 dataset. Energies are from wB97M-V/def2-TZVPD.

XYZ file:
```
12
C2H4ClN3O2 (wB97M-V/def2-TZVPD)
O 1.512 2.347 -1.138
N 0.515 1.707 -1.076
O -0.592 2.104 -1.290
C 0.566 0.224 -0.841
N -0.811 -0.246 -0.638
N -0.591 -0.236 0.778
C 0.798 -0.062 0.668
Cl 1.855 -1.407 1.088
H 1.086 -0.378 -1.467
H -1.588 0.349 -0.880
H -0.922 -0.951 1.386
H 1.196 0.676 1.258
```

- Net charge: 0
- Lowest unoccupied orbital energy: 0.001 Eh
- Relative energy (zero: lowest compared OMol25 entry of this formula, charge and spin): 4.225 eV
- Structure (SMILES): O=[N+]([O-])[C@@H]1NN[C@H]1Cl
- Electronic energy: -853.36665 a.u.

3.
Here is a molecular structure, C15H31ClO4P2Pt in a non-equilibrium geometry from the Open Molecules 2025 dataset. Energies are from wB97M-V/def2-TZVPD.

XYZ file:
```
54
C15H31ClO4P2Pt (wB97M-V/def2-TZVPD)
P 0.464 -3.166 -3.048
P -0.461 3.368 -1.093
C 1.448 0.224 -2.934
C 1.366 1.521 -2.404
H 1.659 0.177 -4.051
H 1.926 -0.556 -2.326
H 1.749 1.649 -1.405
H 1.415 2.306 -3.139
C -1.341 3.912 -2.612
H -1.940 4.751 -2.237
H -1.992 3.089 -2.939
H -0.697 4.210 -3.449
C 1.212 4.104 -0.992
H 1.171 4.999 -1.630
H 2.062 3.503 -1.346
H 1.342 4.327 0.078
C -0.927 -4.279 -3.382
H -1.037 -5.039 -2.602
H -0.785 -4.771 -4.349
H -1.837 -3.671 -3.404
C 2.160 -3.696 -2.694
H 2.817 -2.836 -2.539
H 2.584 -4.247 -3.536
H 2.233 -4.351 -1.827
Pt -0.334 -0.262 -3.977
C 0.032 1.362 -5.458
C -1.329 1.144 -5.038
C -2.401 0.562 -5.954
C -2.081 -0.913 -6.321
C -1.164 -1.654 -5.393
C 0.282 -1.550 -5.385
C 1.213 -0.762 -6.271
C 0.821 0.709 -6.540
C 0.527 -2.070 -0.571
H 0.351 2.388 -5.242
H -1.654 1.986 -4.419
H -2.637 1.186 -6.839
H -3.328 0.600 -5.365
H -3.035 -1.452 -6.226
H -1.709 -1.044 -7.348
H -1.624 -2.517 -4.888
H 0.730 -2.493 -4.988
H 1.333 -1.296 -7.210
H 2.214 -0.756 -5.810
H 1.761 1.274 -6.651
H 0.374 0.793 -7.537
H 0.222 -1.083 -0.238
H 1.604 -2.019 -0.727
H 0.297 -2.836 0.172
O -1.320 3.688 0.113
Cl -1.326 1.586 1.859
O 0.110 1.454 1.452
O -2.388 0.953 1.043
O -0.139 -2.409 -1.770
```

- Net charge: +2
- Lowest unoccupied orbital energy (alpha / beta): -0.253 / -0.329 Eh
- Relative energy (zero: lowest compared OMol25 entry of this formula, charge and spin): 0.000 eV
- Multiplicity: 5
- Electronic energy: -2152.28837 a.u.

4.
Here is 2 unconnected molecules or ions with the total composition H6N4 in a non-equilibrium geometry from the Open Molecules 2025 dataset. Energies are from wB97M-V/def2-TZVPD.

XYZ file:
```
10
H6N4 (wB97M-V/def2-TZVPD)
N 0.596 -0.004 0.000
N -1.749 0.277 -0.815
N 1.956 -0.158 0.138
N -1.774 -0.206 0.400
H -1.262 -0.418 -1.381
H 0.382 0.958 0.265
H 2.537 0.667 0.032
H 2.302 -0.943 -0.395
H -2.160 0.458 1.067
H -0.828 -0.630 0.689
```

- Net charge: 0
- Lowest unoccupied orbital energy (alpha / beta): 0.038 / 0.017 Eh
- Relative energy (zero: lowest compared OMol25 entry of this formula, charge and spin): 2.259 eV
- Electronic energy: -222.45462 a.u.